{
  "formula": "C9H28O5",
  "method": "wB97M-V/def2-TZVPD",
  "de_lowest_kj_mol": 28.0,
  "e_lumo_ev": 0.64,
  "smiles": "CC(C)O.CC(C)O.CC(C)O.O.O",
  "homo_energy_ev": -9.9895,
  "species": ["C", "C", "C", "O", "H", "H", "H", "H", "H", "H", "H", "H", "C", "C", "C", "O", "H", "H", "H", "H", "H", "H", "H", "H", "C", "C", "C", "O", "H", "H", "H", "H", "H", "H", "H", "H", "O", "H", "H", "O", "H", "H"],
  "coordinates": [[0.329, 1.580, -1.949], [-0.743, 1.959, -0.937], [-2.120, 2.119, -1.584], [-0.775, 0.961, 0.093], [1.394, 1.499, -1.568], [0.289, 2.371, -2.711], [0.184, 0.582, -2.397], [-0.435, 2.959, -0.551], [-2.066, 3.035, -2.163], [-2.967, 2.161, -0.912], [-2.184, 1.252, -2.241], [-1.115, 1.363, 0.881], [-2.264, -0.086, 3.482], [-1.562, 1.279, 3.720], [-0.016, 1.103, 3.930], [-1.619, 2.094, 2.534], [-1.737, -0.629, 2.710], [-3.323, -0.020, 3.226], [-2.384, -0.661, 4.376], [-2.056, 1.709, 4.556], [0.497, 2.069, 3.760], [0.427, 0.375, 3.243], [0.208, 0.869, 4.937], [-2.538, 2.207, 2.237], [3.957, -1.574, -1.062], [2.475, -1.666, -1.380], [2.149, -2.044, -2.801], [1.908, -2.675, -0.497], [4.321, -2.605, -0.982], [4.016, -0.967, -0.070], [4.458, -0.918, -1.771], [2.005, -0.662, -1.113], [1.057, -2.135, -2.938], [2.644, -2.981, -2.947], [2.500, -1.356, -3.542], [2.186, -2.473, 0.404], [-1.966, -1.535, -2.598], [-2.669, -2.128, -2.886], [-1.584, -1.797, -1.749], [-0.632, -1.652, -0.332], [-0.402, -0.782, 0.071], [0.156, -2.199, -0.477]],
  "atomic_forces_ev_per_a": [[0.900, -0.339, -0.244], [0.401, 0.312, 0.603], [1.228, -0.475, -0.639], [0.565, 0.212, -0.829], [-1.292, 0.604, 0.082], [0.262, -0.438, -0.124], [-0.531, 0.443, -0.023], [-0.129, -0.658, 0.381], [-0.330, 0.091, -0.294], [0.043, -0.029, 0.343], [-0.650, 0.062, -0.137], [-0.261, 0.376, 1.073], [-0.073, 0.864, -0.256], [1.274, -1.885, -1.369], [-0.907, 1.125, -0.712], [-0.818, 0.200, -0.010], [0.002, -0.351, -0.122], [0.013, 0.620, -0.587], [0.776, -0.484, 0.814], [-0.152, 1.045, 0.730], [-0.419, -0.344, -0.110], [-0.305, 0.035, 0.143], [0.172, -0.676, 1.084], [0.276, -0.093, 0.377], [-0.695, 1.381, 1.573], [-0.529, 1.544, 0.910], [-0.926, -0.294, 0.728], [0.058, 0.166, -0.564], [0.496, 0.499, -0.037], [0.267, -1.458, -1.309], [0.286, -0.419, -0.255], [0.343, -1.144, -0.404], [0.442, -0.159, 0.074], [0.076, -0.855, -0.510], [0.377, 0.622, -0.166], [0.025, 0.004, -0.080], [-0.352, 0.291, -1.113], [0.310, 0.008, 0.415], [-0.097, -0.051, 0.445], [-0.122, -0.072, 0.491], [-0.180, -0.590, -0.712], [0.176, 0.311, 0.338]],
  "nbo_charge": [-0.632, 0.104, -0.637, -0.775, 0.206, 0.210, 0.227, 0.153, 0.201, 0.207, 0.237, 0.498, -0.645, 0.106, -0.625, -0.747, 0.221, 0.209, 0.217, 0.165, 0.222, 0.212, 0.210, 0.476, -0.638, 0.098, -0.639, -0.746, 0.222, 0.201, 0.220, 0.165, 0.239, 0.209, 0.218, 0.474, -0.998, 0.463, 0.505, -1.015, 0.509, 0.495]
}


{
  "formula": "C9H28O8",
  "method": "wB97M-V/def2-TZVPD",
  "e_lumo_ev": [-2.82, -9.71],
  "charge": 1,
  "multiplicity": 2,
  "homo_energy_ev": [-12.3354, -12.2265],
  "species": ["C", "C", "O", "C", "O", "O", "C", "H", "H", "H", "H", "H", "H", "H", "H", "C", "O", "H", "H", "H", "H", "C", "O", "H", "H", "H", "H", "C", "O", "H", "H", "H", "H", "C", "O", "H", "H", "H", "H", "C", "O", "H", "H", "H", "H"],
  "coordinates": [[2.842, 4.083, 1.309], [1.910, 3.648, 2.431], [1.152, 2.556, 2.100], [-0.091, 2.700, 1.545], [-0.706, 3.786, 1.271], [-0.471, 1.464, 1.231], [-1.707, 1.327, 0.612], [2.618, 5.072, 0.910], [2.767, 3.369, 0.488], [3.851, 4.003, 1.713], [1.299, 4.339, 3.012], [2.507, 3.246, 3.249], [-1.906, 0.255, 0.601], [-1.523, 1.593, -0.429], [-2.538, 1.864, 1.068], [-5.088, -0.602, -0.843], [-4.164, -1.536, -1.371], [-5.949, -1.042, -0.339], [-4.607, 0.182, -0.257], [-5.532, -0.085, -1.693], [-4.522, -2.406, -1.563], [2.932, -1.409, 0.991], [2.141, -0.286, 0.774], [3.940, -1.132, 0.682], [3.221, -1.698, 2.002], [2.588, -2.148, 0.267], [1.763, -0.001, 1.609], [0.995, -1.910, -5.779], [1.488, -0.815, -5.001], [1.404, -2.857, -5.428], [-0.091, -1.875, -5.696], [1.271, -1.759, -6.823], [1.326, -1.005, -4.074], [-0.884, -2.219, -1.529], [0.446, -1.839, -1.509], [-1.358, -2.183, -0.548], [-1.440, -1.516, -2.148], [-1.031, -3.225, -1.922], [0.507, -1.079, -0.925], [-0.026, -1.784, 3.192], [0.627, -0.550, 3.168], [-0.905, -1.745, 3.836], [-0.327, -2.163, 2.215], [0.619, -2.559, 3.606], [0.649, -0.063, 3.995]],
  "atomic_forces_ev_per_a": [[-0.263, 0.206, 0.256], [1.226, 0.960, 1.861], [-2.973, -2.051, -1.262], [-0.752, 4.019, -1.303], [2.708, -4.793, 1.529], [0.929, 0.591, 1.440], [-0.772, -0.792, -1.552], [0.190, -0.051, 0.115], [-0.052, -0.015, -0.010], [0.092, 0.452, -0.363], [-0.106, 0.795, -0.914], [0.446, -0.048, -0.053], [-0.194, 0.012, 0.234], [-0.724, 0.386, -0.115], [0.331, 0.170, -0.011], [-1.017, 0.161, -1.275], [1.086, -0.047, 0.480], [0.346, -0.174, 0.476], [0.251, -0.489, 0.258], [-0.112, 0.282, -0.088], [-0.500, 0.266, 0.170], [0.239, 0.892, 0.221], [0.901, -1.400, -0.546], [0.667, 0.231, -1.231], [-1.343, -0.045, 0.385], [0.054, -0.492, -0.331], [-1.099, 0.908, 1.810], [-0.209, 0.580, 0.412], [0.400, 0.005, -0.246], [-0.101, -0.114, -0.065], [-0.143, -0.506, -0.230], [0.086, 0.096, 0.178], [-0.054, -0.097, 0.030], [-1.774, -0.113, -0.104], [1.584, -0.065, 0.312], [0.063, -0.014, 0.229], [-0.307, -0.050, -0.196], [0.412, 0.094, -0.127], [0.104, 0.254, -0.056], [-0.406, -1.160, 1.271], [1.043, 0.931, -1.448], [-0.158, -0.010, -0.168], [0.045, 0.680, -0.259], [0.152, -0.096, 0.127], [-0.297, -0.346, 0.159]],
  "nbo_charge": [-0.644, -0.078, -0.526, 0.977, -0.614, -0.511, -0.262, 0.240, 0.214, 0.221, 0.212, 0.178, 0.187, 0.195, 0.219, -0.249, -0.754, 0.180, 0.172, 0.172, 0.482, -0.319, -0.267, 0.314, 0.248, 0.296, 0.549, -0.249, -0.719, 0.165, 0.165, 0.193, 0.460, -0.263, -0.657, 0.172, 0.205, 0.202, 0.466, -0.255, -0.774, 0.196, 0.181, 0.172, 0.506]
}


{
  "formula": "C9H29BN3O9P2",
  "method": "wB97M-V/def2-TZVPD",
  "de_lowest_kj_mol": 624.0,
  "e_lumo_ev": -0.87,
  "charge": -1,
  "homo_energy_ev": -2.5327,
  "species": ["C", "C", "C", "N", "N", "B", "N", "O", "H", "H", "H", "H", "H", "H", "H", "H", "H", "H", "H", "C", "O", "P", "O", "O", "C", "O", "C", "H", "H", "H", "H", "H", "H", "H", "H", "H", "C", "O", "P", "O", "O", "C", "O", "C", "H", "H", "H", "H", "H", "H", "H", "H", "H"],
  "coordinates": [[-1.892, -0.679, -1.010], [-3.472, -0.886, -1.399], [-3.708, -2.214, -2.388], [-2.409, -2.986, -2.447], [-1.986, -3.241, -3.742], [-0.553, -2.793, -3.964], [0.705, -3.561, -3.601], [-0.370, -1.439, -4.595], [-1.228, -0.617, -1.998], [-1.694, 0.296, -0.357], [-1.543, -1.612, -0.354], [-3.822, 0.085, -1.960], [-4.135, -0.991, -0.438], [-4.596, -2.815, -1.867], [-4.098, -1.814, -3.417], [-2.485, -3.874, -1.904], [1.352, -3.019, -2.985], [0.507, -4.520, -3.233], [0.121, -0.928, -3.859], [6.539, -0.728, -3.209], [6.046, 0.314, -2.383], [4.352, 0.192, -2.055], [4.382, 1.644, -1.562], [4.661, -0.832, -0.794], [5.726, -0.556, 0.101], [2.658, 0.069, -1.726], [2.144, 0.662, -0.545], [7.624, -0.648, -3.266], [6.273, -1.704, -2.792], [6.115, -0.629, -4.212], [5.977, 0.505, 0.134], [6.605, -1.134, -0.203], [5.436, -0.877, 1.104], [2.133, 1.749, -0.634], [2.717, 0.355, 0.334], [1.110, 0.327, -0.419], [-5.114, 2.538, 2.874], [-3.971, 1.708, 2.988], [-2.493, 2.590, 3.163], [-1.729, 1.302, 2.833], [-2.737, 2.693, 4.794], [-3.190, 1.561, 5.518], [-1.015, 3.473, 3.337], [0.083, 2.851, 3.984], [-6.006, 1.911, 2.891], [-5.158, 3.246, 3.707], [-5.075, 3.084, 1.928], [-2.940, 0.623, 5.022], [-4.275, 1.633, 5.646], [-2.729, 1.567, 6.508], [0.520, 2.082, 3.345], [-0.213, 2.426, 4.946], [0.848, 3.612, 4.162]],
  "atomic_forces_ev_per_a": [[0.195, -0.268, 0.398], [0.285, 0.573, -0.176], [-0.917, 0.894, 1.406], [-1.930, -0.441, -0.272], [2.255, 0.996, -1.135], [-0.539, 0.177, 0.222], [-1.424, 0.553, 0.656], [0.950, -1.080, 3.125], [-1.518, -0.213, 2.231], [-0.665, -2.027, -1.427], [-0.590, 2.108, -1.576], [0.540, -1.860, 1.042], [1.390, 0.244, -1.706], [1.854, 0.940, -1.183], [1.228, -1.184, 1.758], [0.094, 0.959, -0.184], [-0.568, -0.876, -0.966], [0.294, 1.526, -0.176], [-0.817, -0.919, -1.949], [0.280, -0.108, -0.040], [-0.914, -1.546, -2.372], [0.153, 5.252, 7.259], [0.082, -0.426, -1.305], [-0.690, -0.657, -0.346], [0.521, -0.221, -0.219], [-0.038, -2.227, -2.786], [0.073, 0.312, 0.369], [0.011, 0.025, 0.001], [0.088, -0.124, -0.105], [0.202, -0.195, -0.093], [-0.093, 0.009, -0.156], [0.075, 0.160, 0.135], [-0.240, -0.098, -0.142], [0.210, -0.075, 0.040], [0.021, 0.093, -0.051], [0.131, -0.240, -0.239], [-0.322, -0.064, 0.029], [-0.703, 2.612, -1.282], [4.648, -6.977, 3.397], [-0.675, 0.818, -0.849], [0.213, 1.054, -0.004], [-0.629, -0.064, -0.025], [-1.835, 2.648, -1.119], [0.030, -0.382, 0.065], [0.017, -0.021, -0.019], [-0.161, 0.085, 0.000], [-0.284, 0.050, 0.034], [0.021, 0.106, -0.147], [0.061, -0.217, 0.038], [0.107, 0.258, -0.088], [-0.189, -0.080, 0.087], [-0.003, -0.072, -0.078], [-0.284, 0.207, -0.075]],
  "nbo_charge": [-0.635, -0.416, -0.235, -0.439, -0.753, 1.145, -1.153, -0.942, 0.208, 0.220, 0.213, 0.191, 0.193, 0.162, 0.218, 0.341, 0.390, 0.379, 0.478, -0.281, -0.705, 2.176, -1.020, -0.815, -0.246, -0.790, -0.228, 0.183, 0.169, 0.170, 0.203, 0.164, 0.180, 0.190, 0.168, 0.189, -0.281, -0.694, 2.174, -1.002, -0.817, -0.246, -0.789, -0.225, 0.188, 0.165, 0.171, 0.206, 0.166, 0.177, 0.195, 0.167, 0.173]
}


{
  "formula": "C9H29FeN7O3P2S",
  "method": "wB97M-V/def2-TZVPD",
  "de_lowest_kj_mol": 0.0,
  "e_lumo_ev": [-5.46, -6.21],
  "charge": 2,
  "multiplicity": 5,
  "homo_energy_ev": [-14.6470, -14.6460],
  "species": ["Fe", "N", "N", "C", "N", "S", "H", "H", "H", "H", "H", "C", "N", "C", "P", "O", "O", "P", "O", "N", "C", "C", "N", "C", "C", "N", "C", "C", "H", "H", "H", "H", "H", "H", "H", "H", "H", "H", "H", "H", "H", "H", "H", "H", "H", "H", "H", "H", "H", "H", "H", "H"],
  "coordinates": [[11.320, 11.811, 8.539], [12.404, 12.343, 6.803], [12.892, 13.706, 7.091], [13.018, 14.230, 8.324], [13.524, 15.477, 8.334], [12.459, 13.429, 9.750], [13.247, 11.722, 6.646], [11.913, 12.308, 5.898], [13.085, 14.285, 6.311], [13.952, 15.836, 7.520], [13.776, 15.903, 9.285], [6.324, 11.459, 9.046], [6.993, 10.704, 7.943], [6.160, 9.839, 7.119], [8.519, 11.050, 7.333], [9.333, 11.859, 8.318], [9.239, 9.587, 7.093], [10.595, 8.932, 7.811], [11.753, 9.857, 7.811], [10.854, 7.620, 6.780], [11.801, 7.814, 5.685], [10.084, 6.390, 6.860], [10.134, 8.296, 9.267], [11.203, 7.521, 9.963], [9.018, 8.688, 10.132], [8.462, 11.646, 5.786], [8.362, 10.712, 4.598], [8.510, 13.092, 5.449], [5.697, 12.209, 8.535], [6.992, 12.000, 9.654], [5.597, 10.910, 9.591], [5.133, 10.143, 7.361], [6.313, 8.780, 7.386], [6.313, 9.913, 6.040], [11.330, 8.102, 4.748], [12.463, 6.937, 5.617], [12.466, 8.664, 5.819], [10.541, 5.595, 6.287], [9.104, 6.485, 6.359], [9.882, 6.001, 7.912], [11.984, 7.255, 9.228], [10.845, 6.666, 10.520], [11.795, 8.090, 10.751], [8.563, 7.774, 10.608], [8.213, 9.161, 9.547], [9.341, 9.449, 10.843], [8.768, 9.786, 4.983], [9.038, 11.138, 3.858], [7.364, 10.615, 4.205], [8.708, 13.647, 6.407], [7.518, 13.481, 5.032], [9.233, 13.378, 4.696]],
  "atomic_forces_ev_per_a": [[-0.543, -0.888, 0.048], [1.907, 1.072, 0.046], [-0.599, -1.848, -0.545], [-0.383, 0.412, 0.188], [-0.142, -0.731, 3.216], [0.437, 0.318, -0.620], [-1.030, 0.824, 0.465], [0.017, 0.565, 0.521], [0.290, 0.327, -0.874], [0.550, 0.607, -0.675], [-0.601, -0.793, -2.127], [-0.724, 0.930, -2.733], [2.337, 0.547, 0.110], [-0.690, -0.511, 0.516], [-1.650, -0.912, -0.253], [0.304, 0.197, -0.188], [0.287, 0.939, 1.288], [-2.231, -4.036, -1.155], [0.318, 1.615, 0.269], [0.746, 2.113, 1.741], [0.538, -0.117, -0.206], [-1.490, -0.593, 0.534], [0.588, 0.034, -0.058], [1.586, 1.206, 0.256], [-0.881, -0.180, -0.435], [0.452, -0.173, -0.544], [1.078, 0.963, 1.427], [-1.931, 0.686, 1.434], [0.185, 0.079, 0.242], [0.991, 0.218, 0.787], [-0.042, -1.196, 0.648], [0.093, -0.406, -0.424], [-0.214, 0.346, -0.010], [0.073, 0.356, 0.158], [-0.366, -0.754, -0.319], [-0.464, 0.231, -0.367], [0.048, 0.016, 0.764], [0.665, -0.066, 0.070], [0.149, 0.221, 0.330], [0.543, 0.774, -1.288], [-0.541, -0.330, 0.288], [-0.516, -0.351, -0.443], [-0.993, -0.006, -0.907], [0.706, 1.014, -0.263], [0.293, -0.274, -0.001], [-0.021, -0.332, 0.426], [-0.197, -0.433, -0.637], [-0.126, -0.250, -0.241], [-0.332, 0.041, -0.054], [-0.141, -0.291, -1.030], [1.109, -0.707, 0.701], [0.554, -0.476, -0.076]],
  "nbo_charge": [1.483, -0.715, -0.440, 0.337, -0.741, -0.237, 0.424, 0.416, 0.406, 0.414, 0.460, -0.403, -0.810, -0.422, 2.512, -1.188, -1.089, 2.486, -1.175, -0.792, -0.415, -0.420, -0.819, -0.429, -0.413, -0.838, -0.396, -0.418, 0.202, 0.227, 0.228, 0.232, 0.210, 0.211, 0.195, 0.229, 0.212, 0.234, 0.199, 0.227, 0.226, 0.234, 0.209, 0.234, 0.219, 0.199, 0.222, 0.209, 0.217, 0.217, 0.227, 0.205]
}